{"formula": "C3H5Cl2F", "method": "the ωB97M-V functional and the def2-TZVPD basis", "symbols": ["F", "C", "C", "Cl", "C", "Cl", "H", "H", "H", "H", "H"], "positions_angstrom": [[0.69197, -1.60584, 1.17935], [1.00031, -0.09539, 0.74880], [-0.35287, 0.34230, 0.34611], [-1.64986, -0.29528, 1.49116], [-0.48139, -0.05159, -1.29617], [-1.86845, 0.79045, -1.70716], [1.36973, 0.47888, 1.70056], [1.83568, 0.03099, 0.10958], [-0.37767, 1.37683, 0.41190], [-0.64478, -1.21381, -1.17851], [0.47735, 0.24245, -1.80561]], "forces_ev_per_angstrom": [[2.069, 3.288, -1.322], [-0.847, -2.006, 5.270], [0.624, -2.113, -2.380], [0.908, 0.727, -1.378], [1.094, -2.572, 4.767], [-2.030, 1.009, -1.858], [-0.951, -1.555, -1.214], [0.353, -0.776, -1.317], [-0.410, 2.026, 0.062], [0.400, 2.257, -1.026], [-1.211, -0.286, 0.394]], "lowdin_charge": [-0.22, -0.12, -0.72, 0.59, -0.66, 0.63, 0.14, 0.09, 0.05, 0.12, 0.09], "homo_energy_ev": -10.355, "e_lumo_ev": 0.723, "multiplicity": 1, "charge": 0, "smiles": "FC[C@H](Cl)CCl", "de_lowest_ev": 2.028}

***

{"formula": "C3H5Cl2F2N2O", "method": "the ωB97M-V functional and the def2-TZVPD basis", "symbols": ["C", "C", "C", "N", "N", "O", "F", "F", "Cl", "Cl", "H", "H", "H", "H", "H"], "positions_angstrom": [[-1.41607, -0.71872, -0.74654], [2.37467, 0.10092, 0.08963], [2.01305, 1.42061, -0.50607], [-1.87297, 0.42058, -0.25150], [-1.47390, -1.85656, -0.06421], [-1.99200, 0.75281, 1.06962], [0.80335, 1.72731, -0.85542], [2.81263, 2.45869, -0.58645], [1.87694, -1.24578, -1.06730], [1.20958, 0.05654, 1.49800], [3.41179, -0.03636, 0.38653], [-1.96728, 1.18070, -1.03955], [-1.11723, -2.70087, -0.22559], [-1.93119, -1.83956, 0.81227], [-2.73137, 0.27969, 1.48659]], "forces_ev_per_angstrom": [[-0.885, -0.917, 3.069], [-2.065, 1.377, -0.794], [2.182, -0.740, -0.190], [0.320, 0.559, -4.132], [-1.336, 5.068, -0.429], [0.663, 0.126, -0.002], [-1.012, -0.174, -0.106], [0.202, -0.358, 0.230], [0.375, 0.415, 0.485], [0.477, -0.703, 0.334], [-0.219, 0.165, -0.016], [0.000, -1.245, 2.698], [2.370, -3.791, -1.728], [-0.788, 0.217, 1.042], [-0.285, 0.001, -0.464]], "lowdin_charge": [0.03, -0.85, -0.50, -0.04, 0.23, 0.04, 0.11, 0.16, 0.56, 0.59, 0.09, 0.23, 0.08, 0.12, 0.14], "homo_energy_ev": [-14.673, -11.366], "e_lumo_ev": [-4.064, -7.564], "multiplicity": 1, "charge": 1}

***

{"formula": "C3H5Cl2N3O", "method": "the ωB97M-V functional and the def2-TZVPD basis", "symbols": ["O", "C", "Cl", "C", "C", "N", "N", "Cl", "N", "H", "H", "H", "H", "H"], "positions_angstrom": [[0.42063, -1.54756, -1.00049], [-0.62742, -1.01206, -0.32265], [-1.35948, -1.93329, 0.92676], [0.35883, 0.34848, 0.51657], [-0.65764, 1.36983, 0.80652], [-1.79922, 1.54203, 0.26230], [-2.32436, 0.73852, -0.64991], [-3.83475, 0.16554, 0.01123], [-1.47158, -0.19272, -1.10262], [-0.01303, -2.15866, -1.58712], [1.09334, 0.58834, -0.16998], [0.68231, -0.13057, 1.46150], [-0.45605, 2.06713, 1.64463], [-1.75830, -0.43128, -2.00771]], "forces_ev_per_angstrom": [[-0.860, -0.857, -0.468], [3.545, 6.099, 2.463], [-0.593, -1.202, 0.544], [-3.951, -3.898, 1.007], [-0.084, 0.938, 0.220], [0.153, 1.859, 2.872], [0.497, 0.139, -0.772], [-0.809, -0.385, 0.167], [0.080, -1.299, -1.053], [0.339, -1.094, -0.961], [1.501, 0.421, -1.260], [0.303, 0.456, -0.640], [-0.087, -0.164, -0.726], [-0.032, -1.012, -1.392]], "lowdin_charge": [0.00, -0.92, 0.72, -0.05, -0.17, -0.05, -0.56, 0.59, -0.07, 0.10, 0.07, 0.10, 0.12, 0.12], "homo_energy_ev": -8.986, "e_lumo_ev": 0.498, "multiplicity": 1, "charge": 0, "smiles": "O[C@@]1(Cl)CC=NN(Cl)N1", "de_lowest_ev": 1.720}

***

{"formula": "C3H5Cl2NO3", "method": "the ωB97M-V functional and the def2-TZVPD basis", "symbols": ["N", "O", "C", "C", "C", "O", "O", "Cl", "Cl", "H", "H", "H", "H", "H"], "positions_angstrom": [[-0.16023, -0.12751, 1.06232], [0.50755, 0.69913, 1.52010], [-5.29500, -2.53219, 1.05046], [-5.04532, -2.50319, -0.43706], [-3.55956, -2.63990, -0.68783], [-3.02518, -1.41503, -0.15603], [-1.68974, -1.53071, -0.13249], [-3.18544, -2.89579, -2.40931], [-5.64559, -0.97294, -1.09241], [-4.87494, -3.44075, 1.49038], [-4.81541, -1.66608, 1.51187], [-6.36084, -2.49628, 1.27368], [-5.56473, -3.31379, -0.95366], [-3.13365, -3.47078, -0.11750]], "forces_ev_per_angstrom": [[1.644, 1.438, 1.020], [-0.985, -1.020, -0.595], [-0.107, 0.029, 0.464], [-0.191, -0.621, 0.058], [-0.471, 0.334, 0.125], [1.919, -0.927, -0.748], [-1.531, 0.133, -0.131], [0.079, 0.232, 0.390], [-0.276, 0.212, -0.376], [-0.056, 0.021, -0.019], [-0.090, -0.131, 0.044], [0.047, -0.009, -0.061], [0.048, 0.152, 0.062], [-0.030, 0.156, -0.233]], "lowdin_charge": [0.06, 0.00, -0.13, -0.77, -0.75, -0.18, -0.05, 0.67, 0.67, 0.09, 0.08, 0.08, 0.10, 0.12], "homo_energy_ev": [-10.888, -8.398], "e_lumo_ev": [0.487, -1.289], "multiplicity": 1, "charge": 0, "de_lowest_ev": 2.360}

***

{"formula": "C3H5Cl2NS", "method": "the ωB97M-V functional and the def2-TZVPD basis", "symbols": ["C", "C", "C", "N", "S", "Cl", "Cl", "H", "H", "H", "H", "H"], "positions_angstrom": [[-0.72422, 0.62608, -1.84550], [0.92050, -0.98132, 0.75661], [-0.36982, -0.10726, 0.96732], [-0.57257, 0.96150, 0.09511], [0.12470, 1.63668, -2.77703], [-1.76634, -0.60067, -2.28521], [0.76305, 2.08076, 0.15587], [0.83770, -1.24196, -0.33467], [1.57279, -0.12406, 0.90909], [0.95666, -1.86587, 1.39114], [-1.35374, -0.69241, 0.96476], [-0.38871, 0.30854, 2.00252]], "forces_ev_per_angstrom": [[2.099, 1.860, 1.752], [-2.342, 1.601, -1.427], [-1.355, -3.057, 1.803], [-0.371, 1.712, -3.956], [-1.222, -1.313, 0.949], [-0.263, -0.178, 0.498], [-0.414, -0.239, 0.203], [0.662, -0.063, 1.015], [1.390, -1.093, 0.045], [0.350, 0.391, 0.065], [1.242, 0.455, -0.363], [0.224, -0.077, -0.585]], "lowdin_charge": [-1.21, -0.09, -0.46, -0.50, 0.65, 0.66, 0.56, 0.07, 0.02, 0.07, 0.12, 0.11], "homo_energy_ev": -8.848, "e_lumo_ev": -0.712, "multiplicity": 1, "charge": 0, "de_lowest_ev": 4.044}

***

{"formula": "C3H5Cl2O3P", "method": "the ωB97M-V functional and the def2-TZVPD basis", "symbols": ["C", "C", "C", "O", "O", "O", "P", "Cl", "Cl", "H", "H", "H", "H", "H"], "positions_angstrom": [[1.36040, 1.86510, 1.71485], [-1.22092, 1.30047, 1.24181], [0.36323, 1.00256, 1.76116], [-1.24384, 0.69019, -1.49429], [-0.49087, 2.98069, -0.72158], [-3.02014, 2.34548, -0.55266], [-1.65437, 1.75295, -0.57278], [8.64820, -3.98689, -0.59155], [0.44815, -0.63123, 1.88449], [1.20307, 2.88576, 1.52716], [-1.05257, 3.53751, -0.17122], [2.29417, 1.49321, 2.02143], [-1.67452, 0.25860, 1.33846], [-1.92019, 1.94504, 1.82431]], "forces_ev_per_angstrom": [[-0.650, -1.179, 0.915], [0.139, -1.598, 0.267], [-4.490, 3.211, -2.642], [0.050, -0.940, -0.552], [-1.560, -0.476, 0.251], [-0.013, 0.295, 0.283], [1.979, -0.075, 0.814], [0.096, -0.049, 0.001], [1.260, -2.784, 0.820], [-0.198, 1.034, -0.337], [0.541, 1.348, 0.046], [1.394, -0.114, 0.083], [0.309, 1.416, -0.093], [1.143, -0.088, 0.143]], "lowdin_charge": [-0.04, -0.25, -0.81, -0.36, -0.23, -0.39, 0.20, -1.00, 0.71, 0.04, 0.01, 0.03, 0.03, 0.05], "homo_energy_ev": -2.069, "e_lumo_ev": 4.940, "multiplicity": 1, "charge": -2, "de_lowest_ev": 0.710}

***

{"formula": "C3H5Cl2P", "method": "the ωB97M-V functional and the def2-TZVPD basis", "symbols": ["P", "C", "Cl", "C", "C", "Cl", "H", "H", "H", "H", "H"], "positions_angstrom": [[-0.66546, 0.81329, 2.01822], [-0.11492, -0.56405, 0.82960], [1.34677, -1.33801, 1.67769], [0.46178, 0.08242, -0.59186], [0.18559, -0.57039, -1.67021], [0.56515, 0.02331, -3.30558], [0.16593, 1.90780, 1.71861], [-1.46334, 1.17539, 0.87178], [-0.92099, -1.22637, 0.69886], [0.88495, 1.09866, -0.37041], [-0.44546, -1.40206, -1.87672]], "forces_ev_per_angstrom": [[-1.262, -0.600, -1.319], [3.778, 3.001, -0.834], [-0.881, -0.077, -0.574], [-1.174, 0.047, 4.775], [-0.131, 0.721, -2.985], [0.236, 0.131, 0.556], [0.680, -0.269, -0.224], [-0.419, 0.360, 0.824], [-0.699, -1.116, -0.141], [-0.025, -1.377, -0.997], [-0.103, -0.820, 0.919]], "lowdin_charge": [0.76, -0.89, 0.43, -0.26, -0.56, 0.55, -0.12, -0.08, 0.03, 0.10, 0.05], "homo_energy_ev": -9.916, "e_lumo_ev": 0.806, "multiplicity": 1, "charge": 0, "smiles": "P[C@H](Cl)/C=C/Cl", "de_lowest_ev": 0.671}